Molecular formula: C20H23Br2O2PSiTl
Method: DFT, ωB97M-V with the def2-TZVPD basis set

Values from the calculation:
Molecular weight (g mol⁻¹): 718.65
Charge: +1
Relative energy (zero: lowest compared OMol25 entry of this formula, charge and spin) (eV): 0.000
Gap between HOMO and LUMO (hartree): 0.3151
F_max (eV Å⁻¹): 0.66

Last column: Mulliken charge in e.
Atoms and positions in Å:
Tl -0.44700 -0.54023 -0.52129  1.88
Br 2.67951 0.06064 0.83418  -0.07
C 1.99359 -0.36845 2.58355  -0.46
Br 0.09632 -0.71648 2.58229  -0.04
H 2.16840 0.48506 3.22475  0.35
H 2.49442 -1.26019 2.93479  0.41
O -4.24609 1.09353 0.53785  -0.59
C -3.18896 0.85107 0.01262  0.44
O -2.57838 -0.29183 -0.04457  -0.62
C -2.43468 2.01618 -0.69932  -0.86
P -0.66869 1.95500 -0.37116  0.37
C -0.41439 2.62333 1.26454  0.70
C -1.38405 2.44996 2.25567  -0.38
C -1.18637 3.01725 3.50328  -0.75
C -0.02992 3.73988 3.76697  -0.51
C 0.94286 3.89457 2.78784  -0.72
C 0.75959 3.32946 1.53616  -0.51
C 0.25112 2.91994 -1.55729  0.51
C 1.27404 2.34537 -2.30669  -0.23
C 1.95540 3.10983 -3.24238  -0.78
C 1.61302 4.44112 -3.42402  -0.45
C 0.59257 5.01654 -2.67465  -0.76
C -0.09120 4.26242 -1.73743  -0.14
H -2.85083 2.95994 -0.34894  0.46
H -2.59342 1.91955 -1.77567  0.46
H -2.29459 1.89630 2.06322  0.29
H -1.94141 2.89910 4.26856  0.48
H 0.11420 4.18580 4.74233  0.43
H 1.84008 4.46211 2.99557  0.44
H 1.51091 3.45492 0.76621  0.44
H 1.54244 1.30529 -2.15758  0.24
H 2.74645 2.66494 -3.83053  0.42
H 2.14194 5.03656 -4.15610  0.41
H 0.32599 6.05363 -2.82660  0.42
H -0.88128 4.71354 -1.14904  0.39
C 1.56135 -5.95588 -1.59556  -0.95
Si -0.00114 -5.61647 -0.65424  0.08
C 0.09626 -6.15348 1.11846  -0.93
C -1.54987 -6.17930 -1.50087  -0.95
C -0.12000 -3.74348 -0.62482  0.59
C -0.18800 -2.53312 -0.64889  -1.31
H 1.72197 -7.03040 -1.71237  0.33
H 2.42458 -5.54560 -1.06866  0.30
H 1.52640 -5.51319 -2.59214  0.31
H 0.16662 -7.24204 1.18355  0.33
H -0.79239 -5.84459 1.67139  0.31
H 0.97371 -5.73364 1.61309  0.30
H -1.56558 -7.26621 -1.60956  0.33
H -1.63836 -5.74029 -2.49566  0.31
H -2.42716 -5.88792 -0.92081  0.31